117
Properties=species:S:1:pos:R:3:forces:R:3 method="wB97M-V/def2-TZVPD" de_lowest_ev=0.9940 max_force_ev_per_a=1.13 energy_ha=-10281.1118
In 0.37971 0.25270 0.47496 0.264 -0.844 0.696
C 2.28028 -3.74814 1.49660 -0.170 0.028 -0.045
N 3.11767 -2.65655 1.01904 -0.085 0.093 0.099
C 4.42889 -2.43129 1.62918 0.307 0.025 -0.120
C 2.61748 -1.84109 0.10324 0.072 -0.378 0.059
O 1.49287 -1.90747 -0.39727 -0.291 0.303 0.649
C 3.26499 -0.56524 -1.67491 0.054 -0.224 -0.492
O 2.32960 0.48376 -1.78936 0.099 0.203 0.234
C 1.91606 0.58016 -3.13051 -0.232 0.051 0.029
C 0.87694 -0.50722 -3.44537 -0.374 -0.227 0.672
O 0.23274 -1.01098 -2.52708 0.114 0.656 -0.531
N 0.72956 -0.89271 -4.72912 -0.095 -0.239 -0.301
C 1.25690 -0.18557 -5.87988 -0.020 0.074 0.024
C -0.24729 -1.92845 -5.04796 0.125 0.126 0.203
H 2.91284 -4.60502 1.72025 0.040 0.018 -0.023
H 1.56642 -4.01062 0.72048 -0.012 -0.031 0.024
H 1.72584 -3.46532 2.39253 0.005 -0.041 -0.065
H 4.53770 -3.11173 2.46938 -0.075 -0.049 -0.010
H 4.50273 -1.40025 1.98342 -0.039 -0.102 0.004
H 5.22736 -2.62393 0.90978 -0.025 -0.099 -0.014
H 2.86372 -1.43490 -2.20720 0.146 -0.001 -0.021
H 4.22696 -0.26021 -2.09902 -0.040 0.099 0.088
H 2.78542 0.50447 -3.78990 -0.032 0.111 -0.018
H 1.44599 1.55888 -3.24878 0.099 -0.012 -0.113
H 2.18227 0.33853 -5.65526 -0.033 -0.040 -0.017
H 0.52906 0.54001 -6.25512 0.005 0.018 -0.030
H 1.45326 -0.91038 -6.66953 0.069 0.031 -0.014
H -0.65447 -2.32169 -4.12341 0.002 -0.017 0.023
H 0.24284 -2.73123 -5.60122 -0.047 0.032 -0.062
H -1.05659 -1.50946 -5.64358 -0.085 0.010 -0.117
O 2.06374 1.79601 3.57392 -0.333 -0.184 -0.032
As 2.55736 1.02966 2.03822 -0.005 0.121 -0.207
O 4.01325 0.37176 2.40683 0.125 0.045 -0.187
O 3.49792 -0.89865 -0.34729 0.234 -0.025 0.191
C 2.91864 2.65605 1.00652 -0.157 -0.016 0.118
C 4.18381 2.84522 0.46040 -0.005 -0.063 0.122
C 4.44076 3.92701 -0.36352 -0.001 0.026 -0.030
C 3.43007 4.83607 -0.66224 0.017 0.033 0.041
C 2.16977 4.66713 -0.11957 -0.028 0.015 -0.014
C 1.92077 3.56846 0.69814 0.014 0.050 0.097
S 0.26891 3.53375 1.36510 -0.409 0.713 0.201
O 0.04537 4.70660 2.14189 0.090 -0.037 -0.123
O -0.59142 3.64260 0.07643 0.165 0.153 0.266
O -0.08134 2.26597 1.98712 0.249 -0.150 -0.005
H 1.09642 1.82708 3.60734 0.155 0.060 0.056
H 4.95488 2.13184 0.73053 0.013 0.003 -0.050
H 5.43517 4.07770 -0.76519 -0.008 -0.015 -0.018
H 3.63443 5.69002 -1.29529 -0.021 -0.011 0.003
H 1.37623 5.37737 -0.29568 -0.041 0.133 -0.151
C -5.53404 -2.93145 4.27832 0.136 0.005 0.026
C -4.25027 -2.98523 5.10965 -0.050 -0.060 0.065
C -4.04128 -4.43035 5.58626 -0.034 0.070 -0.019
C -4.43317 -2.07120 6.33094 -0.002 -0.037 -0.076
C -3.03439 -2.52846 4.31072 0.021 -0.060 0.056
C -3.07938 -2.23641 2.96065 -0.051 0.008 -0.201
C -1.93560 -1.78729 2.33219 0.181 0.103 -0.202
Br -2.03641 -1.47007 0.43409 0.113 -0.048 0.131
C -0.69611 -1.54279 2.95287 -0.452 -0.167 0.069
O 0.29552 -0.98473 2.30161 0.188 0.435 -0.519
C -0.62863 -1.95953 4.31793 0.142 0.073 -0.127
C -1.79052 -2.41399 4.92803 -0.072 0.027 -0.082
C 0.63951 -1.98077 5.19622 0.072 0.012 0.010
C 0.86176 -3.42697 5.67734 -0.037 0.064 0.023
C 0.43020 -1.05720 6.40691 -0.005 -0.067 -0.043
C 1.93309 -1.52970 4.51559 -0.103 0.022 -0.115
H -6.38357 -3.21858 4.89968 -0.012 -0.010 -0.010
H -5.48693 -3.62017 3.43298 -0.040 0.012 -0.025
H -5.71385 -1.92311 3.90090 -0.037 -0.004 -0.025
H -4.91411 -4.77120 6.14810 0.010 -0.024 0.017
H -3.16742 -4.51147 6.23390 0.013 -0.013 -0.001
H -3.89549 -5.09620 4.73409 0.001 -0.021 0.006
H -5.32598 -2.36204 6.88887 0.001 0.000 0.016
H -4.54324 -1.03215 6.01637 -0.013 0.017 0.021
H -3.58002 -2.13136 7.00677 0.005 0.022 0.014
H -3.97539 -2.35895 2.36852 -0.049 0.023 0.078
H -1.72116 -2.70490 5.96851 -0.003 0.033 0.008
H 0.04826 -3.78132 6.31127 0.004 -0.035 -0.010
H 1.78739 -3.48775 6.25325 -0.003 0.004 0.018
H 0.94222 -4.10496 4.82481 0.020 -0.013 0.002
H -0.42259 -1.36422 7.01386 0.010 0.021 0.029
H 0.26112 -0.03337 6.06977 -0.002 0.020 0.027
H 1.32186 -1.06334 7.03736 -0.002 -0.002 0.018
H 2.11380 -2.05444 3.58223 0.062 0.045 0.039
H 2.77667 -1.71830 5.18328 -0.026 0.013 0.041
H 1.91787 -0.46768 4.29784 0.046 0.038 0.020
C -1.83809 7.19793 -1.17813 0.040 -0.003 0.010
C -2.97690 6.41406 -1.08471 -0.031 0.064 0.070
C -3.14057 5.31148 -1.90751 0.012 -0.064 -0.018
C -2.14281 4.94533 -2.80972 0.058 0.099 0.044
C -0.99021 5.73006 -2.87864 0.012 -0.053 -0.015
C -0.85104 6.86100 -2.09184 0.086 0.014 0.068
As -0.57038 2.25037 -1.15135 -0.174 -0.784 -0.639
C -2.50669 2.00286 -0.99691 -0.210 0.146 -0.072
C -3.06980 1.71378 0.24536 0.090 0.090 0.044
C -4.43996 1.62521 0.41274 -0.039 0.016 0.124
C -5.28014 1.82057 -0.67085 0.000 -0.007 -0.058
C -4.74088 2.11598 -1.91085 0.003 -0.019 0.019
C -3.36264 2.23286 -2.08928 0.272 -0.121 0.109
C -2.89307 2.59071 -3.46098 0.138 0.142 -0.063
C -3.11814 1.66534 -4.47913 0.030 -0.036 0.088
C -2.78551 1.94031 -5.79522 -0.017 -0.083 -0.058
C -2.21890 3.16324 -6.11293 0.051 0.077 -0.037
C -1.99283 4.09467 -5.11416 -0.011 -0.074 0.043
C -2.32400 3.83680 -3.78160 -0.179 -0.119 -0.058
H -1.71653 8.06491 -0.54256 -0.024 0.011 -0.003
H -3.74920 6.67675 -0.37355 -0.035 -0.026 -0.022
H -4.06090 4.74526 -1.86123 0.025 -0.025 0.029
H -0.19784 5.44782 -3.56256 -0.019 0.028 -0.008
H 0.02616 7.48844 -2.19394 0.046 -0.073 0.046
H -2.42302 1.57708 1.10426 -0.036 -0.016 0.007
H -4.85255 1.40174 1.38809 0.034 -0.001 0.016
H -6.35377 1.75682 -0.54955 -0.003 -0.021 -0.003
H -5.39244 2.29582 -2.75768 0.007 -0.008 -0.008
H -3.57175 0.71815 -4.21225 0.016 -0.025 -0.050
H -2.99023 1.21634 -6.57434 0.005 -0.023 0.034
H -1.98576 3.41186 -7.14076 0.025 -0.033 0.008
H -1.59569 5.06843 -5.36969 -0.005 -0.001 -0.014